Entry from the OMol25 dataset: 2 unconnected molecules or ions with the total composition C19H23N2O at a distorted geometry (wB97M-V/def2-TZVPD).

Charge ... +1
HOMO ... -10.45 eV
Energy above the lowest of the compared OMol25 structures with the same formula, charge and spin ... 426.96 kJ/mol
HOMO-LUMO gap ... 5.2 eV

Geometry as XYZ:
```
45
C19H23N2O wB97M-V/def2-TZVPD
C -2.353 0.765 2.643
C -2.310 -0.763 2.480
C -0.864 -1.152 2.171
N -0.141 0.105 2.154
N 1.101 0.121 1.820
C 1.907 1.113 1.650
C -0.923 1.290 2.444
H -3.022 1.213 1.900
H -2.713 1.041 3.640
H -2.634 -1.269 3.393
H -2.953 -1.095 1.661
H -0.437 -1.830 2.928
H -0.761 -1.672 1.205
H 2.774 0.886 1.020
H 1.707 2.136 2.016
H -0.871 2.035 1.630
H -0.547 1.800 3.350
C 6.746 -1.610 -3.843
O 6.194 -2.115 -2.610
C 5.908 -1.246 -1.608
C 5.146 -1.739 -0.514
C 4.749 -0.897 0.490
C 5.151 0.478 0.523
C 4.680 1.308 1.581
C 5.044 2.675 1.779
C 5.157 3.149 3.115
C 5.558 4.452 3.376
C 5.849 5.332 2.322
C 5.722 4.892 0.997
C 5.271 3.600 0.720
C 6.045 0.906 -0.502
C 6.370 0.094 -1.573
H 6.803 -2.491 -4.481
H 6.088 -0.854 -4.298
H 7.750 -1.186 -3.692
H 4.869 -2.793 -0.515
H 4.108 -1.266 1.294
H 4.278 0.795 2.457
H 4.923 2.456 3.926
H 5.646 4.788 4.410
H 6.186 6.350 2.536
H 5.968 5.562 0.173
H 5.062 3.308 -0.311
H 6.478 1.906 -0.466
H 6.994 0.473 -2.388
```